Entry 1:
Below is C10H12O3 in the gas phase, with properties calculated with ωB97M-V/def2-TZVPD.

```
! wB97M-V def2-TZVPD RIJCOSX def2/J DEFGRID3
* xyz 0 1
C -0.79514 -2.65765 2.28739
C -1.44038 -1.32499 2.11704
O -0.72499 -0.79570 0.98297
C -1.00316 0.53144 0.75230
O -1.71344 1.19519 1.45790
C -0.24821 1.13460 -0.36401
C -0.26483 2.53055 -0.30636
C 0.26132 3.25668 -1.35997
C 0.84021 2.59929 -2.46445
C 0.98381 1.16627 -2.38091
C 0.39973 0.47370 -1.43060
O 0.32855 -0.88087 -1.45327
C 1.32960 -1.61522 -0.74156
H 0.26717 -2.47522 2.23234
H -0.99988 -3.22666 3.25017
H -0.85482 -3.25463 1.35743
H -2.45091 -1.45269 1.83737
H -1.32111 -0.70421 2.97244
H -0.74342 2.94165 0.50223
H 0.26751 4.33456 -1.22253
H 1.48636 3.15805 -3.17451
H 1.39689 0.59504 -3.15877
H 1.16203 -2.64249 -0.81204
H 2.40194 -1.47818 -1.25375
H 1.43520 -1.40850 0.37318
*
```

Properties
Energy   -613.922200 Eh
SMILES string   CCOC(=O)c1ccccc1OC
LUMO level   0.01240 Ha

Entry 2:
Below is 8 unconnected molecules or ions with the total composition C5H24NO8, with properties calculated with ωB97M-V/def2-TZVPD.

```
! wB97M-V def2-TZVPD RIJCOSX def2/J DEFGRID3
* xyz -1 1
C 0.72722 -0.04487 -0.40678
O 0.93069 1.26730 -0.76796
C 2.07601 -0.77420 -0.23705
C 1.86381 -2.31124 -0.23986
C 1.68847 -2.81506 1.17095
C 0.70665 -2.56811 2.02730
N 3.02059 -0.52322 -1.37622
H 0.00593 -0.56749 -1.06199
H 0.23950 -0.07037 0.61676
H 2.60363 -0.41475 0.64748
H 1.09759 -2.67671 -0.95041
H 2.76318 -2.73412 -0.69020
H 2.49962 -3.43189 1.56240
H -0.10770 -1.86392 1.96754
H 0.67234 -2.91326 3.05228
H 2.53137 -0.18333 -2.19859
H 3.60569 0.25834 -1.09970
H -2.80062 1.03212 2.31359
H -1.71637 0.36804 1.47223
O -2.49041 0.15569 2.00714
H -1.64223 2.55999 -1.33149
H -0.28178 1.92878 -0.65480
O -1.17909 2.49703 -0.47962
H -3.20749 -1.98544 -1.19050
H -2.90989 -0.82762 -2.11577
O -2.95907 -1.79758 -2.11998
H 1.02068 1.60559 -2.61594
H 0.11598 2.75768 -2.95906
O 0.65360 2.10216 -3.39458
H 2.26500 1.34890 1.97682
H 1.89676 2.15435 0.61308
O 2.39586 2.15725 1.44584
H -2.26384 2.91976 0.84233
H -1.94652 3.20763 2.38550
O -2.58162 2.83859 1.76300
H -1.71947 -2.02630 0.60879
H -2.98027 -1.47603 1.23009
O -2.68122 -2.21098 0.65391
*
```

Properties
Energy   -861.620338 Eh
LUMO level   0.11184 Ha

Entry 3:
Below is 13 unconnected molecules or ions with the total composition C52H65N13, with properties calculated with ωB97M-V/def2-TZVPD.

```
! wB97M-V def2-TZVPD RIJCOSX def2/J DEFGRID3
* xyz 0 1
N -1.05068 -1.35937 -3.79312
C -2.05194 -0.31208 -3.69855
C -1.37557 0.82625 -4.23706
C 0.05682 0.39160 -4.65479
C 0.18254 -0.93728 -4.27211
H -1.22853 -2.34869 -3.71156
H -3.10530 -0.62255 -3.41440
H -1.70697 1.74271 -4.13221
H 0.75624 1.09612 -5.04824
H 1.11307 -1.69950 -4.47619
N 1.81408 4.16580 4.53871
C 0.93606 3.15567 4.77500
C 0.72129 2.55378 3.54776
C 1.41110 3.42752 2.47171
C 2.02131 4.39161 3.16766
H 2.08229 4.99044 5.16643
H 0.64434 2.88769 5.87991
H 0.23635 1.60419 3.41858
H 1.19711 3.31564 1.38333
H 2.24991 5.30733 2.74835
N 4.92984 0.87623 1.19165
C 5.38958 -0.26657 0.51649
C 5.38031 0.02479 -0.80031
C 4.83304 1.40850 -0.94546
C 4.51402 1.90440 0.37622
H 4.85189 1.10189 2.19797
H 5.87801 -1.06316 0.92803
H 5.84182 -0.61408 -1.67779
H 4.57040 2.13473 -1.83748
H 4.28988 2.96851 0.52421
N -4.92507 0.21526 2.38280
C -5.65986 -0.46903 3.29458
C -4.92873 -0.52516 4.43905
C -3.51193 -0.09091 4.17848
C -3.66742 0.38936 2.89774
H -5.21493 0.50116 1.38445
H -6.66114 -0.69730 3.08744
H -5.11304 -0.76004 5.42657
H -2.58166 0.01756 4.87902
H -2.95362 0.74628 1.97593
N -3.57459 -2.57140 1.55149
C -2.43674 -2.83993 2.16440
C -2.11190 -4.16765 1.84494
C -3.13796 -4.71033 0.92784
C -3.99961 -3.61925 0.78709
H -4.24399 -1.71116 1.71748
H -1.84011 -1.93556 2.59936
H -1.11172 -4.57110 2.15687
H -3.11143 -5.62615 0.38000
H -5.01484 -3.58963 0.31491
N 3.53669 1.65429 3.86054
C 4.78107 2.19728 4.32296
C 5.50618 1.10868 4.65353
C 4.54801 -0.07523 4.79662
C 3.35578 0.36079 4.21254
H 2.83126 2.20803 3.31666
H 5.04320 3.08520 4.14271
H 6.47036 1.19100 4.94281
H 4.85988 -0.98242 5.14932
H 2.55630 -0.19495 4.01688
N -2.74511 5.57172 0.11155
C -2.86830 5.16267 -1.27443
C -2.64222 3.75824 -1.32631
C -2.30685 3.33131 0.12433
C -2.42531 4.52477 0.87450
H -2.63672 6.46692 0.53004
H -3.23054 6.04520 -1.86438
H -2.72702 3.24042 -2.38731
H -1.79080 2.23944 0.48100
H -2.52409 4.66270 1.88035
N 3.40219 -3.40340 -2.44959
C 3.45810 -2.06853 -2.68705
C 4.12694 -2.00019 -3.82738
C 4.05918 -3.36242 -4.46296
C 3.75807 -4.20745 -3.46182
H 2.92804 -3.57792 -1.59314
H 3.29782 -1.39242 -1.83104
H 4.64426 -0.94806 -4.30895
H 4.39432 -3.68757 -5.31666
H 3.84477 -5.28206 -3.42726
N 3.52252 -4.64971 0.48846
C 2.61714 -5.59739 0.03335
C 1.43392 -4.99421 -0.15893
C 1.58897 -3.43369 0.26751
C 2.84671 -3.42480 0.70040
H 4.48218 -4.58984 0.50863
H 2.78848 -6.51170 0.00212
H 0.42005 -5.29869 -0.62014
H 0.93080 -2.72336 0.16069
H 3.53192 -2.64941 1.02798
N -6.55166 0.84851 -0.54925
C -5.39276 1.59122 -0.52046
C -4.37046 0.71547 -0.71955
C -4.94452 -0.63590 -0.94297
C -6.27785 -0.49903 -0.83834
H -7.46238 1.45702 -0.54297
H -5.34218 2.72487 -0.30802
H -3.31547 1.08043 -0.64041
H -4.40655 -1.56715 -0.99639
H -6.99131 -1.07284 -0.71819
N 0.27475 4.93103 -1.29826
C 1.02527 6.07379 -1.03400
C 2.28564 5.77198 -1.48452
C 2.24626 4.26294 -1.87213
C 0.94910 3.79112 -1.86656
H -0.77126 5.03852 -0.99685
H 0.54205 7.01460 -0.53020
H 3.22976 6.29336 -1.05374
H 2.87072 3.53742 -2.26006
H 0.59348 2.75233 -2.06955
N 0.07256 -0.12634 -1.33834
C 1.22926 0.42312 -0.76505
C 1.20243 0.30815 0.58511
C -0.21646 -0.08498 0.90962
C -0.82622 -0.42760 -0.28490
H -0.24402 -0.29603 -2.19810
H 2.14192 0.42488 -1.23205
H 1.91443 0.68245 1.36429
H -0.73989 -0.07422 1.90866
H -1.79398 -0.83076 -0.16821
N -1.50432 -4.31974 -4.14593
C -2.87080 -4.02572 -3.94758
C -3.06965 -3.83780 -2.66456
C -1.72106 -3.92186 -1.97295
C -0.89769 -4.27860 -2.90014
H -1.19557 -4.75805 -4.99290
H -3.36886 -4.01109 -4.91185
H -4.01796 -3.65999 -2.22243
H -1.69858 -3.54238 -1.05864
H 0.16364 -4.54350 -2.85295
*
```

Properties
Energy   -2731.616845 Eh
LUMO level   0.01266 Ha

> Look up the LUMO level of the first one.

0.01240 Ha

> LUMO level of number 1 (C10H12O3)?

0.01240 Ha